The following is a quantum chemistry calculation of a molecular structure, C26H29AgFN2O3, from the Open Molecules 2025 dataset.

Values from the calculation:
Calculated total energy: -1590.32904 Ha
Total charge: -1
Orbital gap: 5.5 eV
Energy relative to the best compared isomer or geometry (same formula, charge and spin): 0.388 eV

Cartesian coordinates (Å):
Ag1 0.336 1.150 1.426
C1 -5.086 1.643 -3.092
C2 -5.231 0.245 -2.499
C3 -5.115 -0.793 -3.603
C4 -5.162 -2.202 -3.040
C5 -4.056 -2.378 -2.037
C6 -3.446 -3.594 -1.843
C7 -2.445 -3.726 -0.886
F1 -1.868 -4.941 -0.733
C8 -2.047 -2.680 -0.111
C9 -2.654 -1.432 -0.294
C10 -2.218 -0.311 0.568
O1 -1.338 -0.497 1.413
C11 -2.917 0.930 0.358
C12 -3.869 0.989 -0.601
N1 -4.210 -0.013 -1.457
C13 -3.641 -1.269 -1.272
C14 -2.684 2.222 1.149
O2 -3.698 2.907 1.338
O3 -1.497 2.491 1.478
H1 -5.736 1.723 -3.965
H2 -4.056 1.813 -3.409
H3 -5.368 2.434 -2.401
H4 -6.221 0.153 -2.038
H5 -4.169 -0.639 -4.133
H6 -5.924 -0.624 -4.316
H7 -5.076 -2.950 -3.830
H8 -6.130 -2.363 -2.552
H9 -3.744 -4.456 -2.428
H10 -1.274 -2.779 0.639
H11 -4.417 1.912 -0.705
C15 7.008 -0.377 2.366
C16 5.522 -0.234 2.597
C17 4.963 -0.650 3.797
C18 3.584 -0.496 3.978
C19 2.932 -0.932 5.268
C20 2.816 0.055 2.978
C21 3.329 0.499 1.717
C22 4.741 0.323 1.590
N2 2.442 1.020 0.842
C23 2.646 1.510 -0.522
C24 1.705 0.720 -1.449
C25 4.043 1.419 -1.151
C26 2.232 2.989 -0.564
H12 7.501 -0.812 3.237
H13 7.472 0.592 2.164
H14 7.214 -1.020 1.506
H15 5.580 -1.081 4.578
H16 3.673 -1.321 5.969
H17 2.191 -1.714 5.090
H18 2.415 -0.099 5.750
H19 1.748 0.162 3.147
H20 5.263 0.624 0.701
H21 1.973 -0.340 -1.439
H22 1.757 1.090 -2.478
H23 0.671 0.808 -1.105
H24 4.407 0.392 -1.191
H25 4.768 2.039 -0.624
H26 3.978 1.791 -2.178
H27 1.217 3.112 -0.180
H28 2.269 3.384 -1.585
H29 2.902 3.580 0.066